Entry 1:
DFT (the ωB97M-V functional and the def2-TZVPD basis) results for 2 unconnected molecules or ions with the total composition C3H9O2S.

Results
- ΔE to the lowest compared entry with this formula, charge and spin: 12.39 kcal per mole
- Orbital gap: 6.6251 eV
- Charge: -1
- Max |F|: 0.0248 Eh/bohr
- 2S+1: 1

Last column: natural (NBO) charge in e.
CARTESIAN COORDINATES (ANGSTROEM)
C 0.93 -0.23 -0.11  -0.007
O 0.84 0.70 0.86  -0.933
C -0.42 -0.98 -0.35  -0.452
C -1.35 -0.01 -1.06  -0.521
S -3.15 -0.02 -0.78  -0.088
H 1.66 -1.04 0.12  0.099
H 1.35 0.17 -1.08  0.086
H -0.22 -1.90 -0.91  0.172
H -0.76 -1.16 0.67  0.214
H -1.16 0.11 -2.13  0.202
H -1.12 0.94 -0.56  0.246
H -3.58 -0.56 -1.91  0.091
H 2.40 1.99 2.83  0.433
H 1.96 0.91 1.79  0.508
O 2.61 1.09 2.60  -1.051



Entry 2:
DFT (the ωB97M-V functional and the def2-TZVPD basis) results for 2 unconnected molecules or ions with the total composition C3H9O3.

Results
- ΔE to the lowest compared entry with this formula, charge and spin: 21.37 kcal per mole
- Orbital gap: 6.1614 eV
- Charge: -1
- Max |F|: 0.0198 Eh/bohr
- 2S+1: 1

Last column: natural (NBO) charge in e.
CARTESIAN COORDINATES (ANGSTROEM)
C 0.25 0.45 0.62  -0.468
C -0.80 0.44 -0.48  -0.083
O -2.03 -0.30 -0.13  -0.767
C 1.48 1.37 0.31  0.023
O 2.40 1.28 1.25  -0.939
H 0.67 -0.55 0.75  0.183
H -0.19 0.77 1.57  0.175
H -1.11 1.45 -0.77  0.156
H -0.34 -0.08 -1.32  0.164
H -2.27 0.18 0.67  0.465
H 1.81 1.10 -0.74  0.053
H 1.00 2.41 0.19  0.041
H 0.02 -2.34 -0.88  0.465
H -1.37 -1.96 -1.11  0.488
O -0.77 -2.71 -1.26  -0.957



Entry 3:
DFT (the ωB97M-V functional and the def2-TZVPD basis) results for 2 unconnected molecules or ions with the total composition C3H9O3.

Results
- ΔE to the lowest compared entry with this formula, charge and spin: 26.62 kcal per mole
- Orbital gap: 6.7738 eV
- Charge: -1
- Max |F|: 0.0443 Eh/bohr
- 2S+1: 1

Last column: natural (NBO) charge in e.
CARTESIAN COORDINATES (ANGSTROEM)
C 1.14 0.40 0.31  -0.485
C 0.66 0.68 -1.10  -0.067
O -0.71 1.20 -1.07  -0.768
C 0.57 -0.89 0.98  0.091
O 1.08 -1.18 2.14  -0.894
H 0.95 1.29 0.91  0.178
H 2.23 0.23 0.31  0.202
H 1.18 1.46 -1.65  0.153
H 0.60 -0.25 -1.65  0.162
H -0.92 1.35 -0.15  0.467
H -0.61 -0.66 1.10  -0.025
H 0.47 -1.67 0.18  0.067
H -1.69 -0.67 0.48  0.440
H -2.38 -0.42 -0.82  0.464
O -2.57 -0.87 0.03  -0.987



Entry 4:
DFT (the ωB97M-V functional and the def2-TZVPD basis) results for 2 unconnected molecules or ions with the total composition C3H9O3PS.

Results
- ΔE to the lowest compared entry with this formula, charge and spin: 128.28 kcal per mole
- Orbital gap (alpha / beta): 9.1632 / 4.6939 eV
- Max |F|: 0.0988 Eh/bohr
- 2S+1: 1

Last column: natural (NBO) charge in e.
CARTESIAN COORDINATES (ANGSTROEM)
C -1.06 -2.30 0.90  -0.236
C -0.44 2.14 0.69  -0.253
C 2.16 -0.13 -1.68  0.004
O 2.43 -0.08 -0.39  -0.644
O -1.10 -0.89 0.77  -0.826
O 0.03 1.14 -0.17  -0.865
P -0.83 -0.13 -0.69  1.324
S -2.68 0.64 -1.06  -0.467
H -0.59 -2.80 0.12  0.177
H -2.08 -2.63 1.07  0.192
H -0.35 -2.49 1.87  0.177
H -1.48 1.79 0.91  0.210
H -0.23 3.20 0.32  0.187
H 0.17 2.15 1.52  0.171
H 1.41 0.58 -2.13  0.181
H 2.47 -0.97 -2.12  0.155
H 2.16 0.78 0.06  0.514



Entry 5:
DFT (the ωB97M-V functional and the def2-TZVPD basis) results for 3 unconnected molecules or ions with the total composition C3H9O3S.

Results
- ΔE to the lowest compared entry with this formula, charge and spin: 15.25 kcal per mole
- Orbital gap: 6.1795 eV
- Charge: -1
- Max |F|: 0.0369 Eh/bohr
- 2S+1: 1

Last column: natural (NBO) charge in e.
CARTESIAN COORDINATES (ANGSTROEM)
O 1.41 0.72 -1.98  -0.587
C 0.87 -0.14 -1.31  0.442
C 0.10 -1.23 -2.00  -0.537
C -0.83 -2.07 -1.15  -0.538
S -0.24 -2.71 0.45  -0.721
H 1.02 -0.18 -0.22  0.140
H -0.43 -0.65 -2.77  0.212
H 0.92 -1.91 -2.30  0.234
H -1.78 -1.54 -1.03  0.167
H -1.26 -2.97 -1.65  0.192
H 0.52 4.18 2.55  0.469
H 0.81 2.57 2.67  0.506
O 0.94 3.40 2.18  -0.981
H -0.51 1.22 1.52  0.485
H -0.88 0.20 2.61  0.494
O -0.64 1.10 2.44  -0.977



Entry 6:
DFT (the ωB97M-V functional and the def2-TZVPD basis) results for 4 unconnected molecules or ions with the total composition C3H9O4S.

Results
- ΔE to the lowest compared entry with this formula, charge and spin: 133.47 kcal per mole
- Orbital gap: 4.5761 eV
- Charge: -1
- Max |F|: 0.0406 Eh/bohr
- 2S+1: 1

Last column: natural (NBO) charge in e.
CARTESIAN COORDINATES (ANGSTROEM)
O -1.30 1.24 -1.40  -0.714
C -1.42 0.32 -0.59  0.743
O -1.93 -0.82 -0.76  -0.628
C -0.76 0.51 0.80  -0.550
C 0.61 1.04 0.48  -0.564
S 1.93 1.16 1.67  -0.304
H -1.30 1.23 1.42  0.224
H -0.68 -0.47 1.26  0.210
H 1.09 0.56 -0.44  0.252
H 0.49 2.04 0.06  0.249
H 0.01 -0.98 -0.77  0.169
H -0.47 0.17 -3.08  0.493
H -0.05 -0.96 -2.13  0.421
O 0.07 -0.63 -3.05  -0.927
H 0.79 -1.93 1.71  0.449
H 1.64 -0.80 2.30  0.468
O 1.26 -1.69 2.51  -0.990



Entry 7:
DFT (the ωB97M-V functional and the def2-TZVPD basis) results for C3H9OP in the gas phase.

Results
- ΔE to the lowest compared entry with this formula, charge and spin: 59.69 kcal per mole
- Orbital gap: 9.0620 eV
- Max |F|: 0.0840 Eh/bohr
- 2S+1: 1

Last column: natural (NBO) charge in e.
CARTESIAN COORDINATES (ANGSTROEM)
C -1.53 0.34 -0.99  -1.086
C 0.96 1.26 -0.20  -0.978
C 0.54 -1.63 -0.14  -0.997
O -0.44 -0.19 2.13  -1.017
P -0.27 -0.03 0.03  1.633
H -2.34 -0.33 -1.00  0.231
H -1.67 1.37 -1.09  0.224
H 1.87 0.85 -0.64  0.250
H 0.37 1.93 -0.74  0.246
H 1.22 1.54 0.91  0.261
H 0.99 -1.70 -1.13  0.248
H 1.38 -1.64 0.68  0.272
H -0.27 -2.43 -0.14  0.265
H -0.81 0.66 2.34  0.447



Entry 8:
DFT (the ωB97M-V functional and the def2-TZVPD basis) results for 2 unconnected molecules or ions with the total composition C3H9S.

Results
- ΔE to the lowest compared entry with this formula, charge and spin: 8.23 kcal per mole
- Orbital gap: 6.4868 eV
- Charge: -1
- Max |F|: 0.0341 Eh/bohr
- 2S+1: 1

Last column: natural (NBO) charge in e.
CARTESIAN COORDINATES (ANGSTROEM)
S 1.97 0.23 -2.88  -1.073
H 2.98 -0.61 -2.52  0.084
C -1.39 -0.91 0.35  -0.600
C -0.01 -0.29 0.59  -0.419
C 0.09 1.23 0.59  -0.636
H -2.04 -1.01 1.23  0.181
H -1.23 -1.95 0.06  0.202
H -1.94 -0.43 -0.46  0.204
H 0.68 -0.71 -0.14  0.248
H 0.33 -0.57 1.59  0.175
H 0.77 1.55 -0.21  0.256
H -0.84 1.75 0.40  0.188
H 0.64 1.72 1.40  0.190